{
  "formula": "C3H6N5O",
  "method": "the ωB97M-V functional and the def2-TZVPD basis",
  "species": ["C", "C", "C", "N", "N", "N", "N", "N", "O", "H", "H", "H", "H", "H", "H"],
  "coordinates": [[-1.45, -1.12, 0.43], [-3.09, 0.23, 0.10], [0.21, -0.01, 0.15], [-2.43, -0.49, 1.02], [-2.42, -0.34, -1.25], [-1.42, -0.98, -0.95], [1.34, -0.49, -0.30], [-0.16, 1.12, 0.82], [-3.89, 1.11, 0.03], [-0.89, -1.83, 1.01], [-2.64, 0.00, -2.11], [1.25, -1.37, -0.91], [2.17, 0.00, 0.08], [-1.16, 1.26, 1.11], [0.60, 1.83, 0.99]],
  "spin_multiplicity": 1,
  "homo_ev": -14.09,
  "charge": 1
}

=====

{
  "formula": "C4H11NO2",
  "method": "the ωB97M-V functional and the def2-TZVPD basis",
  "species": ["C", "C", "C", "O", "N", "C", "O", "H", "H", "H", "H", "H", "H", "H", "H", "H", "H", "H"],
  "coordinates": [[0.22, -1.50, 0.01], [-0.60, -0.33, -0.49], [0.06, 0.59, -1.56], [0.19, -0.19, -2.69], [-0.91, 0.44, 0.71], [-0.24, 0.26, 2.07], [1.09, 0.86, 2.00], [1.33, -1.29, 0.11], [-0.23, -1.98, 0.81], [0.16, -2.28, -0.84], [-1.51, -0.78, -0.94], [0.77, 0.95, -0.77], [-0.46, 1.47, -1.84], [0.96, 0.06, -3.26], [-2.12, 0.62, 0.87], [-0.71, 0.90, 2.81], [-0.17, -0.72, 2.29], [1.45, 0.54, 1.14]],
  "spin_multiplicity": 1,
  "homo_ev": -8.76,
  "charge": 0,
  "smiles": "C[C@H](CO)NCO"
}

=====

{
  "formula": "C24H42ClF8N2O10P2S",
  "method": "the ωB97M-V functional and the def2-TZVPD basis",
  "species": ["C", "C", "O", "C", "C", "O", "C", "C", "C", "C", "N", "C", "C", "C", "C", "S", "O", "O", "O", "C", "C", "C", "P", "O", "O", "C", "C", "O", "C", "C", "N", "P", "O", "Cl", "H", "H", "H", "H", "H", "H", "H", "H", "H", "H", "H", "H", "H", "H", "H", "H", "H", "H", "H", "H", "H", "H", "H", "H", "H", "H", "H", "H", "H", "H", "H", "H", "H", "H", "H", "H", "H", "H", "C", "C", "C", "F", "F", "F", "F", "O", "C", "C", "F", "F", "F", "F", "H", "H", "H", "H"],
  "coordinates": [[-2.20, 4.40, -0.02], [-2.37, 3.00, 0.62], [-3.33, 2.20, -0.09], [-3.00, 0.82, 0.06], [-4.33, 0.07, -0.08], [-4.25, -1.39, 0.06], [-3.03, -1.87, 0.31], [-2.50, -2.24, 1.51], [-3.13, -2.22, 2.89], [-4.16, -1.08, 3.09], [-1.19, -2.65, 1.21], [-0.31, -3.08, 2.30], [0.39, -1.86, 3.01], [1.93, -2.05, 3.09], [2.55, -1.81, 1.69], [4.25, -1.21, 1.70], [4.77, -0.98, 3.00], [4.26, -0.01, 0.90], [5.12, -2.29, 0.88], [-0.94, -2.58, -0.09], [0.38, -2.92, -0.76], [0.85, -4.40, -0.61], [2.44, -4.55, -1.57], [2.95, -3.17, -1.71], [2.27, -5.18, -3.05], [1.42, -4.43, -3.93], [-0.03, -5.04, -3.83], [3.56, -5.41, -0.80], [3.08, -6.42, 0.12], [2.10, -7.45, -0.50], [-2.06, -2.10, -0.68], [-2.50, -1.73, -2.37], [-2.70, -3.20, -3.07], [-0.86, -0.86, -3.31], [-1.12, 4.67, 0.10], [-2.42, 4.44, -1.09], [-2.74, 5.16, 0.55], [-2.72, 3.16, 1.66], [-1.37, 2.52, 0.60], [-2.28, 0.60, -0.75], [-2.54, 0.72, 1.06], [-4.83, 0.27, -1.04], [-5.01, 0.43, 0.71], [-3.60, -3.21, 3.05], [-2.37, -2.13, 3.68], [-4.34, -1.01, 4.18], [-3.71, -0.13, 2.79], [-5.13, -1.29, 2.64], [-0.87, -3.69, 3.03], [0.50, -3.72, 1.93], [-0.06, -1.66, 3.99], [0.21, -1.00, 2.34], [2.15, -3.08, 3.42], [2.33, -1.34, 3.83], [1.94, -1.07, 1.16], [2.51, -2.74, 1.10], [4.90, -2.14, -0.06], [0.39, -2.67, -1.83], [1.13, -2.28, -0.28], [1.02, -4.71, 0.43], [0.09, -5.10, -1.00], [1.40, -3.35, -3.72], [1.73, -4.53, -4.98], [-0.57, -4.43, -3.09], [-0.53, -5.03, -4.80], [0.06, -6.05, -3.41], [3.97, -6.97, 0.45], [2.67, -5.95, 1.04], [2.36, -8.49, -0.24], [1.98, -7.33, -1.59], [1.10, -7.27, -0.06], [-2.80, -3.88, -2.39], [1.87, 7.89, -0.06], [0.73, 7.13, -0.78], [0.64, 7.32, -2.29], [0.40, 8.60, -2.63], [-0.39, 6.58, -2.78], [-0.44, 7.43, -0.18], [0.94, 5.80, -0.54], [1.53, 9.11, 0.58], [1.54, 10.30, -0.14], [0.16, 10.95, -0.18], [-0.75, 10.14, -0.77], [0.20, 12.10, -0.90], [2.05, 10.11, -1.37], [2.39, 11.13, 0.50], [2.18, 7.24, 0.76], [2.75, 8.00, -0.69], [1.56, 6.99, -2.78], [-0.19, 11.18, 0.83]],
  "spin_multiplicity": 1,
  "homo_ev": -12.50,
  "charge": 1
}

=====

{
  "formula": "C7H9N2",
  "method": "the ωB97M-V functional and the def2-TZVPD basis",
  "species": ["C", "C", "C", "C", "C", "C", "C", "N", "N", "H", "H", "H", "H", "H", "H", "H", "H", "H"],
  "coordinates": [[-3.23, 0.08, 1.59], [-2.71, 0.33, 0.52], [-2.22, 1.38, -1.74], [0.90, 0.99, 1.65], [-2.26, 0.67, -0.67], [0.61, -0.58, -0.20], [1.92, -1.34, -0.46], [0.46, 0.59, 0.57], [-0.48, -0.89, -0.80], [-3.76, 0.08, 2.51], [-1.63, 1.18, -2.61], [-2.83, 2.29, -1.69], [0.79, 2.02, 1.81], [1.54, 0.51, 2.38], [2.50, -0.96, 0.28], [2.39, -1.12, -1.33], [1.78, -2.41, -0.50], [-0.50, -1.64, -1.38]],
  "spin_multiplicity": 1,
  "homo_ev": -13.46,
  "charge": 1
}

=====

{
  "formula": "C5H18N2O2S",
  "method": "the ωB97M-V functional and the def2-TZVPD basis",
  "species": ["C", "C", "N", "C", "N", "C", "C", "S", "H", "H", "H", "H", "H", "H", "H", "H", "H", "H", "H", "H", "H", "H", "O", "H", "H", "O", "H", "H"],
  "coordinates": [[-2.18, 2.65, 0.03], [-1.20, 1.46, -0.41], [0.26, 1.97, -0.34], [-1.64, 0.15, 0.28], [-0.65, -0.91, -0.13], [-0.14, -1.83, 0.88], [0.42, -1.18, 2.09], [2.23, -0.66, 2.03], [-2.38, 3.36, -0.81], [-2.10, 3.30, 0.90], [-3.21, 2.18, 0.04], [-1.49, 1.49, -1.52], [0.17, 2.93, -0.18], [0.70, 1.62, 0.48], [-1.69, 0.35, 1.40], [-2.65, -0.01, -0.09], [-0.73, -1.26, -1.01], [0.82, -2.28, 0.19], [-0.77, -2.66, 1.22], [-0.32, -0.36, 2.53], [0.32, -1.91, 2.91], [2.04, -0.03, 0.85], [-0.77, -1.15, -2.86], [-1.46, -1.36, -3.46], [-0.14, -0.67, -3.30], [1.51, -0.08, -2.43], [1.48, 0.76, -2.78], [1.07, -0.10, -1.54]],
  "spin_multiplicity": 1,
  "homo_ev": -8.54,
  "charge": 0,
  "smiles": "C[C@@H](N)CNCCS.O.O"
}

=====

{
  "formula": "C2H6N3O",
  "method": "the ωB97M-V functional and the def2-TZVPD basis",
  "species": ["C", "C", "N", "N", "N", "O", "H", "H", "H", "H", "H", "H"],
  "coordinates": [[0.69, -1.14, -0.32], [2.41, 1.08, -0.13], [1.98, -1.18, -0.22], [-0.11, -0.13, -0.07], [-1.42, -0.21, 0.28], [2.73, -0.14, -0.02], [0.33, -2.07, -0.67], [3.33, 1.67, 0.06], [1.46, 1.32, -0.51], [-2.03, -1.04, 0.09], [-1.86, 0.67, 0.25], [-1.46, -0.22, 1.31]],
  "spin_multiplicity": 1,
  "homo_ev": [-13.53, -13.53],
  "charge": 1
}

=====

{
  "formula": "H6O15PbS3",
  "method": "the ωB97M-V functional and the def2-TZVPD basis",
  "species": ["Pb", "S", "O", "O", "O", "O", "S", "O", "O", "O", "O", "S", "O", "O", "O", "O", "O", "H", "H", "O", "H", "H", "O", "H", "H"],
  "coordinates": [[0.31, -0.39, 0.21], [-1.44, -2.07, -1.83], [-2.58, -3.00, -1.54], [-1.31, -1.79, -3.25], [-1.70, -0.76, -1.15], [-0.22, -2.56, -1.11], [0.81, 1.59, -3.02], [1.32, 1.01, -4.29], [1.50, 2.89, -2.74], [-0.64, 1.76, -3.13], [1.20, 0.66, -1.87], [-1.34, 2.27, 1.72], [-0.03, 1.51, 1.85], [-1.10, 3.71, 1.94], [-1.85, 1.99, 0.38], [-2.26, 1.76, 2.79], [-1.59, -1.32, 1.78], [-1.98, -2.18, 1.61], [-1.66, -1.16, 2.72], [1.55, -1.88, 2.10], [1.14, -2.30, 2.87], [2.50, -2.00, 2.23], [2.74, 0.68, 0.54], [3.24, 0.87, 1.34], [3.39, 0.68, -0.17]],
  "spin_multiplicity": 1,
  "homo_ev": 4.97,
  "charge": -4
}

=====

{
  "formula": "C2H3NOS",
  "method": "the ωB97M-V functional and the def2-TZVPD basis",
  "species": ["O", "C", "C", "N", "S", "H", "H", "H"],
  "coordinates": [[-2.57, -0.39, -0.25], [-1.48, 0.18, -0.02], [-0.20, -0.39, 0.27], [0.88, 0.14, -0.25], [2.41, -0.30, -0.11], [-1.44, 1.19, 0.24], [-0.16, -1.52, 0.09], [2.56, 1.08, 0.03]],
  "spin_multiplicity": 1,
  "homo_ev": -9.69,
  "charge": 0,
  "smiles": "O=C/C=N/S"
}

=====

{
  "formula": "C6H15NO2",
  "method": "the ωB97M-V functional and the def2-TZVPD basis",
  "species": ["C", "C", "C", "N", "H", "H", "H", "H", "H", "H", "H", "C", "C", "C", "O", "H", "H", "H", "H", "H", "H", "O", "H", "H"],
  "coordinates": [[-2.60, -0.25, 0.96], [-2.12, 0.09, -0.24], [-1.66, -0.91, -1.26], [-1.89, 1.42, -0.61], [-2.91, 0.49, 1.68], [-2.71, -1.29, 1.24], [-0.61, -0.72, -1.53], [-1.75, -1.92, -0.88], [-2.26, -0.83, -2.17], [-1.88, 1.60, -1.60], [-2.42, 2.11, -0.09], [1.28, -0.84, 1.15], [2.04, 0.28, 0.85], [1.47, 1.58, 0.40], [3.38, 0.26, 0.86], [1.75, -1.61, 1.75], [0.24, -0.68, 1.37], [0.40, 1.51, 0.24], [1.95, 1.89, -0.53], [1.67, 2.33, 1.16], [3.70, -0.62, 1.08], [1.73, -1.01, -1.41], [1.87, -1.66, -2.11], [1.34, -1.24, -0.31]],
  "spin_multiplicity": 1,
  "homo_ev": -8.20,
  "charge": 0,
  "smiles": "C=C(C)N.C=C(C)O.O"
}